DFT (the ωB97M-V functional and the def2-TZVPD basis) results for C26H37N2Ti as an isolated structure.

CARTESIAN COORDINATES (ANGSTROEM)
C: 1.411 -1.745 0.493
C: 1.918 -1.067 -0.669
C: 0.947 -1.200 -1.728
C: -0.149 -1.986 -1.230
C: 0.107 -2.275 0.165
Ti: -0.076 -0.073 0.030
C: -1.973 1.668 -1.710
C: -1.947 1.097 -0.314
H: -1.963 1.865 0.475
C: -2.265 -0.239 0.022
H: -2.705 -0.916 -0.718
H: -2.583 -0.465 1.046
C: -2.784 2.956 -1.782
H: -2.349 3.734 -1.145
H: -2.820 3.340 -2.807
H: -3.808 2.763 -1.447
C: -2.450 0.692 -2.773
H: -1.798 -0.188 -2.853
H: -3.465 0.349 -2.533
H: -2.481 1.166 -3.762
C: 3.303 -0.551 -0.823
H: 3.602 0.070 0.032
H: 4.028 -1.378 -0.890
H: 3.405 0.055 -1.729
C: 1.177 -0.827 -3.151
H: 1.723 0.119 -3.226
H: 1.763 -1.601 -3.673
H: 0.233 -0.707 -3.695
C: -1.194 -2.651 -2.061
H: -1.296 -2.179 -3.044
H: -0.931 -3.707 -2.239
H: -2.174 -2.646 -1.571
C: -0.726 -3.137 1.048
H: -1.770 -3.162 0.713
H: -0.353 -4.173 1.050
H: -0.712 -2.784 2.088
C: 2.167 -2.023 1.742
H: 1.491 -2.170 2.594
H: 2.773 -2.937 1.643
H: 2.853 -1.205 1.990
C: 0.697 2.006 -1.268
C: -0.353 2.132 -2.123
C: 2.003 2.401 -1.613
C: -0.146 2.547 -3.437
H: 0.101 1.965 -0.248
C: 2.219 2.804 -2.933
H: 2.780 2.388 -0.852
C: 1.155 2.869 -3.843
H: -0.979 2.618 -4.138
H: 3.223 3.086 -3.247
H: 1.330 3.193 -4.870
C: 3.050 2.210 3.979
C: 1.824 1.596 3.435
C: 0.667 1.175 4.075
C: -0.170 0.634 3.110
N: 0.449 0.728 1.896
N: 1.652 1.329 2.136
C: -1.501 0.036 3.302
H: 2.809 3.159 4.480
H: 3.503 1.552 4.734
H: 3.793 2.407 3.199
H: 0.459 1.239 5.134
H: 2.325 1.521 1.394
H: -1.554 -1.002 2.938
H: -1.724 0.012 4.380
H: -2.295 0.625 2.818

Computed properties:
Net charge: +1
2S+1: 1
Frontier orbital gap (spin up / spin down) (eV): 7.183 / 7.184
E_HOMO (spin up / spin down) (eV): -9.99 / -10.04
Molar mass (g/mol): 425.5
Calculated total energy (eV): -53652.17544

DFT (the ωB97M-V functional and the def2-TZVPD basis) results for an isolated ion of composition C14H27Br2N3P and charge +1.

CARTESIAN COORDINATES (ANGSTROEM)
C: -3.406 -0.035 2.141
C: -2.461 0.837 1.327
N: -1.367 0.057 0.734
N: -1.545 -1.260 0.491
C: -0.411 -1.667 -0.034
C: -0.156 -3.074 -0.444
Br: 0.233 -4.118 1.153
C: -1.298 -3.725 -1.253
C: -2.123 -2.768 -2.099
Br: -0.439 -5.040 -2.442
N: 0.494 -0.626 -0.091
C: 1.882 -0.749 -0.539
C: 2.973 -0.497 0.534
C: 3.791 0.784 0.256
C: 2.469 -0.568 1.988
C: -0.153 0.467 0.360
P: 0.671 2.112 0.431
C: -0.573 3.341 0.978
C: 0.813 2.447 -1.401
C: -0.359 3.225 -2.015
H: -4.316 0.522 2.339
H: -3.662 -0.950 1.626
H: -2.972 -0.290 3.105
H: -3.022 1.283 0.510
H: -2.047 1.596 1.972
H: 0.744 -3.152 -1.034
H: -1.916 -4.328 -0.603
H: -1.540 -1.923 -2.459
H: -2.512 -3.283 -2.969
H: -2.966 -2.398 -1.522
H: 1.996 -1.769 -0.877
H: 2.046 -0.125 -1.412
H: 3.667 -1.324 0.418
H: 3.386 1.344 -0.583
H: 3.864 1.415 1.135
H: 4.808 0.523 -0.026
H: 1.544 -1.126 2.107
H: 3.212 -1.088 2.587
H: 2.379 0.429 2.406
H: -1.560 3.200 0.555
H: -0.631 3.356 2.061
H: -0.192 4.299 0.636
H: 1.760 2.944 -1.575
H: 0.824 1.475 -1.888
H: -1.314 2.805 -1.715
H: -0.308 4.280 -1.770
H: -0.307 3.143 -3.098

Computed properties:
Net charge: +1
2S+1: 1
Frontier orbital gap (eV): 9.477
E_HOMO (eV): -12.39
Molar mass (g/mol): 428.2
Calculated total energy (eV): -168794.03667

DFT (the ωB97M-V functional and the def2-TZVPD basis) results for a 7-piece molecular cluster, C18H52ClN4O10 overall.

CARTESIAN COORDINATES (ANGSTROEM)
Cl: 0.134 8.452 3.206
O: -1.214 8.238 3.670
O: 0.998 8.603 4.351
O: 0.607 7.354 2.413
O: 0.261 9.644 2.441
O: 4.370 14.140 3.860
H: 3.907 13.382 3.504
H: 3.900 14.896 3.508
C: 7.637 10.476 -0.595
C: 7.751 9.412 0.489
C: 7.677 7.990 -0.091
O: 8.764 7.785 -1.012
C: 8.735 6.449 -1.551
N: 8.989 9.663 1.238
H: 6.792 10.236 -1.241
H: 8.560 10.569 -1.167
H: 7.617 11.466 -0.140
H: 6.895 9.601 1.137
H: 6.700 7.783 -0.528
H: 7.767 7.220 0.675
H: 7.708 6.163 -1.781
H: 9.126 5.761 -0.802
H: 9.359 6.485 -2.444
H: 9.775 9.675 0.603
H: 9.038 8.751 1.670
C: 3.249 -1.974 2.361
C: 2.732 -0.521 2.741
C: 3.884 0.370 3.237
O: 4.825 -0.111 4.185
C: 4.249 -0.353 5.456
N: 1.984 0.044 1.654
H: 3.946 -1.916 1.525
H: 2.428 -2.602 2.014
H: 3.728 -2.473 3.203
H: 1.953 -0.749 3.468
H: 3.472 1.304 3.618
H: 4.470 0.709 2.383
H: 3.453 -1.097 5.424
H: 3.845 0.547 5.918
H: 5.012 -0.763 6.118
H: 2.639 0.031 0.885
H: 1.841 1.033 1.801
C: 6.639 6.398 9.479
C: 7.771 6.960 8.565
C: 8.267 6.084 7.411
O: 9.279 6.772 6.797
C: 10.301 5.965 6.290
N: 7.243 8.219 8.068
H: 6.378 7.163 10.210
H: 6.852 5.532 10.106
H: 5.689 6.133 9.017
H: 8.647 7.228 9.156
H: 7.404 5.870 6.781
H: 8.601 5.134 7.828
H: 11.185 6.582 6.131
H: 10.000 5.458 5.373
H: 10.717 5.237 6.986
H: 7.411 8.172 7.073
H: 6.234 8.194 8.100
C: -1.262 10.758 -4.322
C: -2.060 9.465 -4.595
C: -1.157 8.232 -4.806
O: -1.935 7.044 -5.069
C: -1.253 5.902 -4.620
N: -2.866 9.246 -3.399
H: -0.720 11.041 -5.224
H: -0.440 10.688 -3.609
H: -1.853 11.650 -4.117
H: -2.666 9.686 -5.474
H: -0.393 8.098 -4.041
H: -0.498 8.400 -5.658
H: -1.818 5.011 -4.894
H: -1.165 5.889 -3.534
H: -0.349 5.706 -5.197
H: -3.167 8.303 -3.601
H: -2.326 9.202 -2.546
C: -5.414 15.474 1.921
C: -3.971 15.687 1.388
O: -3.175 15.766 2.519
H: -5.733 16.386 2.426
H: -5.496 14.607 2.576
H: -6.141 15.468 1.109
H: -4.061 16.598 0.795
H: -3.738 14.840 0.742
H: -2.718 14.924 2.586

Computed properties:
Net charge: -1
2S+1: 1
Frontier orbital gap (eV): 7.705
E_HOMO (eV): -5.70
Molar mass (g/mol): 520.1
Calculated total energy (eV): -58457.40590

DFT (the ωB97M-V functional and the def2-TZVPD basis) results for a 2-piece molecular cluster, C2H4O2S overall.

CARTESIAN COORDINATES (ANGSTROEM)
C: -0.555 1.103 0.179
C: 0.009 -0.332 -0.055
H: 0.765 1.584 1.862
H: -1.382 1.154 0.986
H: -1.148 1.285 -0.891
H: 1.529 0.936 0.528
O: 0.416 2.185 0.721
O: 1.333 -0.098 0.255
S: -0.655 -1.642 -0.690

Computed properties:
Net charge: 0
2S+1: 1
Frontier orbital gap (eV): 8.549
E_HOMO (eV): -9.18
Molar mass (g/mol): 92.1
Calculated total energy (eV): -17065.11224

DFT (the ωB97M-V functional and the def2-TZVPD basis) results for a 7-piece molecular cluster, C43H53F18INO18 overall.

CARTESIAN COORDINATES (ANGSTROEM)
C: -7.116 -5.387 -0.793
C: -5.516 -5.743 -0.841
C: -4.997 -6.804 -1.985
C: -3.397 -7.269 -2.125
C: -2.232 -6.666 -1.089
C: -0.699 -7.213 -1.282
C: -0.422 -7.657 -2.871
C: 0.479 -6.137 -0.909
C: -2.763 -5.610 0.046
O: -1.838 -5.039 1.037
C: -2.094 -3.587 1.247
C: -0.749 -2.731 1.662
C: 0.561 -3.562 2.210
C: 0.403 -4.175 3.723
O: 1.162 -3.599 4.695
I: -0.886 -5.850 4.316
C: -1.292 -1.689 2.853
C: 0.053 -0.695 2.806
O: 0.607 -0.031 3.831
O: 0.598 -0.674 1.407
C: -0.289 -1.544 0.580
C: -1.423 -0.463 0.081
N: -0.790 0.290 -1.107
C: 0.313 -2.069 -0.888
O: 1.611 -1.944 -1.213
O: -0.587 -2.661 -1.934
C: -4.364 -5.149 0.190
H: -7.577 -5.578 -1.878
H: -7.737 -6.005 -0.007
H: -7.210 -4.228 -0.611
H: -5.784 -7.283 -2.724
H: -3.181 -8.058 -2.967
H: -0.536 -8.200 -0.630
H: -1.022 -6.879 -3.548
H: 0.702 -7.553 -3.184
H: -0.885 -8.712 -3.131
H: 1.489 -6.438 -1.470
H: 0.723 -6.293 0.247
H: 0.245 -5.026 -1.192
H: -2.939 -3.430 2.075
H: -2.524 -3.054 0.269
H: 1.572 -2.973 2.166
H: 0.691 -4.492 1.481
H: -1.550 -2.190 3.904
H: -2.330 -1.144 2.631
H: -1.653 0.390 0.883
H: -2.414 -0.950 -0.318
H: -1.497 0.948 -1.501
H: 0.082 0.770 -0.792
H: -4.753 -4.403 1.018
C: 4.556 0.033 -0.032
C: 5.468 -0.899 -0.808
O: 5.737 -0.366 -2.113
C: 6.747 0.559 -2.191
O: 7.403 0.939 -1.225
C: 6.959 1.001 -3.638
F: 5.788 1.245 -4.294
F: 7.615 0.058 -4.372
F: 7.694 2.144 -3.744
H: 3.642 0.239 -0.599
H: 4.283 -0.405 0.932
H: 5.041 0.997 0.150
H: 4.968 -1.862 -0.954
H: 6.398 -1.099 -0.264
C: -1.216 -0.690 -4.086
C: -1.104 -1.414 -5.414
O: -2.392 -1.522 -6.038
C: -2.807 -0.430 -6.758
O: -2.148 0.598 -6.882
C: -4.165 -0.700 -7.405
F: -5.045 -1.306 -6.557
F: -4.061 -1.518 -8.492
F: -4.782 0.435 -7.841
H: -1.956 -1.178 -3.442
H: -0.252 -0.676 -3.569
H: -1.549 0.343 -4.227
H: -0.746 -2.436 -5.245
H: -0.383 -0.927 -6.080
C: 1.395 2.770 4.307
C: 0.483 3.772 4.987
O: 1.210 4.962 5.329
C: 1.353 5.890 4.329
O: 0.906 5.748 3.194
C: 2.100 7.121 4.843
F: 3.182 6.802 5.609
F: 1.307 7.914 5.618
F: 2.569 7.916 3.840
H: 2.272 2.562 4.929
H: 0.867 1.831 4.117
H: 1.767 3.158 3.354
H: 0.107 3.349 5.925
H: -0.391 4.008 4.369
C: -3.017 -3.709 9.328
C: -3.564 -4.923 8.600
O: -4.878 -4.653 8.091
C: -4.936 -4.001 6.885
O: -3.947 -3.649 6.249
C: -6.388 -3.825 6.440
F: -7.206 -3.416 7.453
F: -6.923 -4.986 5.966
F: -6.532 -2.905 5.445
H: -3.712 -3.383 10.109
H: -2.050 -3.935 9.787
H: -2.888 -2.864 8.644
H: -3.660 -5.758 9.302
H: -2.890 -5.251 7.800
C: 2.987 3.731 -9.117
C: 3.944 2.946 -8.239
O: 3.217 2.119 -7.319
C: 2.791 0.908 -7.803
O: 2.994 0.519 -8.949
C: 2.078 0.114 -6.708
F: 1.213 0.876 -5.979
F: 2.955 -0.426 -5.813
F: 1.345 -0.927 -7.196
H: 2.283 4.303 -8.504
H: 3.534 4.422 -9.765
H: 2.392 3.063 -9.747
H: 4.543 3.639 -7.639
H: 4.644 2.350 -8.836
C: 2.644 10.433 2.366
C: 1.732 11.436 3.047
O: 2.458 12.625 3.388
C: 2.602 13.553 2.388
O: 2.155 13.411 1.254
C: 3.348 14.784 2.902
F: 4.431 14.465 3.669
F: 2.555 15.578 3.677
F: 3.818 15.580 1.900
H: 3.521 10.226 2.989
H: 2.116 9.495 2.176
H: 3.015 10.822 1.413
H: 1.356 11.012 3.984
H: 0.858 11.672 2.428

Computed properties:
Net charge: -1
2S+1: 1
Frontier orbital gap (eV): 6.906
E_HOMO (eV): -5.45
Molar mass (g/mol): 1340.8
Calculated total energy (eV): -140797.22627

DFT (the ωB97M-V functional and the def2-TZVPD basis) results for a 2-piece molecular cluster, CIO4S overall.

CARTESIAN COORDINATES (ANGSTROEM)
C: 0.162 1.630 -0.249
O: 0.704 -1.407 1.311
O: -0.345 2.657 -0.045
O: -0.574 -1.913 -0.911
O: -1.667 -1.155 1.072
S: -0.393 -1.250 0.374
I: 2.114 1.439 -1.552

Computed properties:
Net charge: -1
2S+1: 1
Frontier orbital gap (spin up / spin down) (eV): 6.290 / 5.504
E_HOMO (spin up / spin down) (eV): -4.18 / -3.84
Molar mass (g/mol): 235.0
Calculated total energy (eV): -28162.96776

DFT (the ωB97M-V functional and the def2-TZVPD basis) results for a 2-piece molecular cluster, C3H7N2S overall.

CARTESIAN COORDINATES (ANGSTROEM)
C: 2.179 -0.131 0.721
C: 4.291 -0.053 -0.593
C: -3.286 0.427 -0.058
N: 3.269 -0.132 0.020
N: -4.210 -0.446 0.006
S: 0.668 -0.515 0.195
H: 2.495 0.252 1.698
H: 4.531 0.863 -1.126
H: 5.201 -0.690 -0.509
H: -2.595 0.542 -0.919
H: -3.174 1.190 0.660
H: -4.464 -0.917 -0.815
H: -4.905 -0.390 0.720

Computed properties:
Net charge: +1
2S+1: 1
Frontier orbital gap (eV): 5.485
E_HOMO (eV): -11.20
Molar mass (g/mol): 103.2
Calculated total energy (eV): -17030.17307

DFT (the ωB97M-V functional and the def2-TZVPD basis) results for one molecule with the formula C3H5NO3S.

CARTESIAN COORDINATES (ANGSTROEM)
C: 0.922 -0.623 -0.190
C: -1.722 -0.714 0.203
C: -0.513 1.186 0.053
H: 2.799 0.678 -0.594
H: -2.631 -1.241 -0.197
H: -1.813 -0.627 1.286
H: -0.341 1.033 1.127
H: -0.599 2.188 -0.268
N: 2.074 -1.040 0.133
O: 3.148 -0.136 -0.104
O: -1.615 0.494 -0.456
O: 0.643 0.646 -0.618
S: -0.353 -1.844 -0.374

Computed properties:
Net charge: 0
2S+1: 1
Frontier orbital gap (eV): 9.811
E_HOMO (eV): -9.25
Molar mass (g/mol): 135.1
Calculated total energy (eV): -21656.92340

DFT (the ωB97M-V functional and the def2-TZVPD basis) results for C36H32CeClPSb as an isolated structure.

CARTESIAN COORDINATES (ANGSTROEM)
Ce: 1.148 1.005 0.638
Cl: 1.167 1.865 2.779
P: 1.152 0.949 -1.534
C: -0.194 0.130 -2.463
C: -0.031 -0.601 -3.643
C: -1.140 -1.166 -4.276
C: -2.416 -1.003 -3.740
C: -2.584 -0.287 -2.552
C: -1.479 0.267 -1.913
C: 0.904 2.725 -1.915
C: 1.760 3.625 -1.257
C: 1.602 4.999 -1.424
C: 0.592 5.488 -2.255
C: -0.258 4.600 -2.916
C: -0.108 3.223 -2.746
C: 2.712 0.590 -2.425
C: 3.794 0.098 -1.685
C: 5.024 -0.134 -2.300
C: 5.184 0.136 -3.659
C: 4.119 0.657 -4.398
C: 2.890 0.891 -3.783
H: 2.551 3.240 -0.615
H: 2.264 5.685 -0.905
H: 0.468 6.559 -2.386
H: -1.042 4.979 -3.565
H: -0.777 2.537 -3.256
H: 0.959 -0.748 -4.059
H: -1.001 -1.741 -5.187
H: -3.276 -1.442 -4.237
H: -3.574 -0.170 -2.120
H: -1.591 0.804 -0.973
H: 3.659 -0.080 -0.620
H: 5.857 -0.517 -1.716
H: 6.142 -0.041 -4.140
H: 4.250 0.890 -5.451
H: 2.074 1.325 -4.354
H: 1.040 -5.593 -5.536
H: 1.782 -5.560 -5.504
C: -2.761 2.748 3.783
C: -2.356 2.894 2.458
C: -1.884 1.789 1.749
C: -1.805 0.521 2.353
C: -2.214 0.386 3.688
C: -2.692 1.495 4.398
Sb: -1.019 -1.166 1.210
C: 0.761 -1.618 2.339
C: 1.932 -1.903 1.623
C: 3.128 -2.158 2.296
C: 3.160 -2.131 3.696
C: 1.997 -1.844 4.417
C: 0.800 -1.588 3.738
C: -2.525 -2.423 2.072
C: -2.165 -3.365 3.046
C: -3.148 -4.103 3.709
C: -4.497 -3.900 3.403
C: -4.860 -2.965 2.429
C: -3.875 -2.226 1.762
H: -3.124 3.608 4.332
H: -2.399 3.865 1.979
H: -1.558 1.951 0.742
H: -2.173 -0.572 4.182
H: -3.007 1.386 5.427
H: 1.917 -1.918 0.541
H: 4.029 -2.378 1.742
H: 4.088 -2.325 4.221
H: 2.024 -1.814 5.498
H: -0.085 -1.359 4.310
H: -1.128 -3.512 3.311
H: -2.865 -4.818 4.471
H: -5.258 -4.461 3.930
H: -5.905 -2.800 2.204
H: -4.161 -1.480 1.033

Computed properties:
Net charge: +2
2S+1: 2
Frontier orbital gap (spin up / spin down) (eV): 6.974 / 6.912
E_HOMO (spin up / spin down) (eV): -13.75 / -13.75
Molar mass (g/mol): 793.0
Calculated total energy (eV): -79109.16850

- Number 9 is which compound?
  C36H32CeClPSb

- calculated total energy of number 5 (C43H53F18INO18)?
  -140797.22627 eV

- Which of these has the lowest calculated total energy?
  C14H27Br2N3P